No. 1
Entry from the OMol25 dataset: a structure of composition C24H27BF4N3O8P2Ti in a non-equilibrium geometry (the ωB97M-V functional and the def2-TZVPD basis).

Element x y z (Å)
Ti (0.707, 1.717, 0.930)
C (-3.051, 0.251, 1.911)
C (-1.943, 1.069, 2.512)
C (-1.467, 0.763, 3.769)
C (-0.556, 1.605, 4.420)
C (-0.137, 2.763, 3.808)
C (-0.543, 3.059, 2.500)
C (-1.434, 2.191, 1.825)
H (-4.010, 0.544, 2.346)
H (-2.907, -0.813, 2.112)
H (-3.109, 0.394, 0.834)
H (-1.831, -0.126, 4.273)
H (-0.208, 1.358, 5.416)
H (0.507, 3.455, 4.333)
H (-0.365, 4.047, 2.105)
H (-1.924, 2.529, 0.917)
N (3.222, 3.432, -1.382)
C (1.976, 2.813, -2.012)
C (1.918, 3.013, -3.513)
P (2.195, 0.994, -1.608)
O (3.823, 1.049, -2.079)
O (1.575, 0.045, -2.557)
O (2.266, 0.803, -0.114)
P (0.648, 3.788, -1.130)
O (1.352, 5.248, -1.542)
O (-0.749, 3.850, -1.582)
O (1.019, 3.590, 0.326)
H (4.031, 2.844, -1.613)
H (3.087, 3.388, -0.350)
H (3.316, 4.408, -1.655)
H (2.772, 2.549, -4.010)
H (1.860, 4.072, -3.768)
H (1.012, 2.522, -3.869)
H (4.137, 0.134, -2.062)
H (0.642, 5.905, -1.535)
F (1.910, 1.308, 2.514)
B (3.149, 2.096, 2.653)
F (4.201, 1.247, 2.912)
F (2.963, 3.035, 3.654)
F (3.357, 2.774, 1.422)
O (-0.191, 1.312, -0.806)
C (-0.357, 0.109, -0.453)
N (-0.760, -0.894, -1.283)
C (-0.816, -2.120, -0.494)
C (-0.353, -1.594, 0.912)
O (-0.236, -2.303, 1.886)
N (-0.134, -0.259, 0.812)
C (0.084, -3.204, -1.055)
C (-0.343, -3.929, -2.166)
C (0.450, -4.929, -2.705)
C (1.680, -5.223, -2.133)
C (2.113, -4.501, -1.031)
C (1.325, -3.491, -0.497)
C (-2.250, -2.634, -0.332)
C (-3.337, -1.985, -0.911)
C (-4.628, -2.448, -0.701)
C (-4.852, -3.564, 0.090)
C (-3.771, -4.220, 0.663)
C (-2.481, -3.763, 0.452)
H (-0.322, -0.883, -2.195)
H (-1.309, -3.706, -2.603)
H (0.106, -5.490, -3.565)
H (2.299, -6.010, -2.544)
H (3.070, -4.730, -0.578)
H (1.668, -2.933, 0.364)
H (-3.166, -1.116, -1.528)
H (-5.462, -1.925, -1.154)
H (-5.861, -3.919, 0.259)
H (-3.938, -5.094, 1.280)
H (-1.637, -4.268, 0.905)

Cartesian forces, eV/Å:
0.5660 0.0260 2.8615
0.1100 -0.0502 -0.0157
-0.1655 -0.0276 0.1515
-0.0474 0.0156 -0.0352
0.0225 0.1005 -0.0278
-0.0826 -0.0031 0.1333
-0.6180 0.1068 0.3562
-0.4136 0.5055 0.5430
-0.0258 -0.0055 -0.0538
-0.0121 -0.0173 -0.0241
-0.0317 -0.0091 -0.0662
0.0079 -0.0196 -0.0348
0.0034 -0.0013 -0.0057
0.0999 -0.0480 -0.0389
0.2030 -0.0507 -0.1045
0.0747 -0.0735 -0.0663
-0.1492 -0.2378 0.2672
-0.3871 -0.2036 0.2090
0.1161 0.0071 -0.0536
1.7230 -0.0835 -0.5406
-0.4083 -0.2823 0.1611
-0.3341 0.0922 -0.0036
0.1902 -0.0019 -0.8465
0.4279 1.3506 -0.2925
-0.2914 -0.1277 0.1614
0.1075 -0.1752 -0.2731
-0.1397 0.9479 -0.8097
-0.0021 0.1231 -0.0632
0.1723 -0.0062 -0.0462
-0.0089 0.0322 -0.0434
-0.0082 -0.0033 -0.0054
0.0251 0.0021 0.0037
0.0230 0.0041 -0.0179
0.0711 0.2151 -0.0566
0.1466 -0.0772 -0.0997
0.9956 0.1414 0.5717
0.2958 0.1242 0.0844
-0.1277 -0.0657 0.0245
-0.0606 -0.1404 0.0229
0.0955 0.0275 0.0645
-1.0830 -1.0899 -1.2071
-0.6386 -0.5399 -0.6431
-0.2967 -0.0721 -0.0022
-0.2661 0.0719 0.0621
0.1657 -0.1564 -0.1053
-0.0816 0.0054 0.0331
-0.3309 -0.4110 -0.0634
0.1046 -0.0749 0.0060
0.0068 0.0639 0.0339
0.0309 -0.0359 -0.0461
0.0129 0.0247 0.0379
0.0501 -0.0276 -0.0453
-0.0405 0.0576 0.0030
-0.0854 0.0996 -0.0849
0.2312 -0.0672 0.0150
-0.0879 -0.0238 0.0068
-0.0218 0.0575 -0.0331
-0.0049 -0.0750 0.0269
0.0865 0.0088 -0.0067
0.0724 0.0201 -0.0353
-0.0164 -0.0407 0.0137
-0.0150 0.0297 -0.0077
-0.0117 -0.0073 -0.0026
0.0035 0.0329 0.0002
0.0160 -0.0332 0.0160
0.0249 0.0806 0.0069
0.0024 -0.0130 -0.0013
0.0081 -0.0083 0.0043
0.0286 0.0084 0.0051
-0.0270 0.0043 0.0222

Its LUMO energy (alpha / beta) is 2.46 / 2.46 eV. As for the charge: -1. As for the expectation value of S²: 2.0071. The frontier orbital gap (alpha / beta) comes out at 0.1932 / 0.3047 Ha. The multiplicity is 3.

***

No. 2
Entry from the OMol25 dataset: a cluster of 3 separate species, C11H17N5O4 in total in a non-equilibrium geometry (the ωB97M-V functional and the def2-TZVPD basis).

Element x y z (Å)
C (2.140, -0.331, 1.973)
C (1.873, 0.961, 1.260)
C (2.870, 2.073, 1.402)
N (0.815, 1.114, 0.552)
C (-0.416, 0.819, 1.126)
C (-1.130, 1.688, 1.850)
C (-2.407, 1.192, 2.421)
O (-3.416, 1.857, 2.498)
C (-2.357, -0.231, 2.899)
C (-1.655, -1.102, 2.185)
C (-1.015, -0.559, 0.950)
O (-1.024, -1.144, -0.113)
H (1.402, -0.521, 2.759)
H (3.109, -0.322, 2.468)
H (2.133, -1.123, 1.224)
H (3.549, 2.137, 0.550)
H (2.341, 3.011, 1.541)
H (3.476, 1.892, 2.286)
H (-0.798, 2.702, 2.020)
H (-2.873, -0.487, 3.814)
H (-1.531, -2.141, 2.455)
N (-3.892, 1.485, -3.007)
C (-2.590, 1.624, -3.417)
N (-1.657, 1.099, -2.570)
O (-2.295, 2.178, -4.462)
H (-4.157, 1.036, -2.152)
H (-4.602, 1.861, -3.605)
H (-0.694, 1.184, -2.836)
H (-1.880, 0.634, -1.710)
N (1.022, -2.926, -1.310)
C (2.325, -2.544, -1.432)
N (2.956, -2.959, -2.570)
O (2.895, -1.868, -0.587)
H (0.540, -3.472, -1.998)
H (0.520, -2.620, -0.497)
H (3.914, -2.689, -2.688)
H (2.512, -3.508, -3.280)

Cartesian forces, eV/Å:
0.0092 0.2284 0.7828
-0.1191 -0.5171 -0.2731
0.4371 -0.3611 -0.3405
-0.2800 1.9842 0.9382
0.1073 -1.3351 -0.5619
0.0845 -0.2321 -0.0986
-0.0749 0.3077 0.1561
0.2114 -0.0589 0.2521
0.1406 -0.1131 -0.0001
0.0353 0.1908 0.1292
-0.1320 0.0145 -0.1731
0.2270 -0.0242 0.2765
-0.1684 -0.0473 -0.1142
0.0791 -0.0339 -0.0482
-0.0226 -0.0305 0.0792
-0.0466 0.1186 -0.0757
-0.0401 0.0864 -0.2755
0.0874 -0.0433 -0.0060
-0.2239 0.1490 -0.1559
-0.2537 -0.0098 -0.0860
-0.1681 -0.1376 -0.2135
-0.0007 -0.0207 -0.0211
-0.0187 -0.0035 0.0599
0.0136 0.0093 -0.0086
-0.0068 -0.0089 -0.0083
0.0224 0.0121 0.0166
0.0054 0.0160 -0.0097
0.0140 0.0095 0.0218
0.0322 -0.0635 -0.0262
0.2918 -0.1344 0.1105
-0.2068 -0.0250 -0.1132
0.0713 -0.0133 0.0083
0.0185 -0.0706 -0.0341
-0.0065 0.0412 -0.0347
-0.0964 0.0927 -0.1590
0.0029 0.0118 0.0014
-0.0258 0.0116 0.0046

Its LUMO energy is -0.95 eV. As for the charge: 0. The SMILES is CC(C)=NC1=CC(=O)C=CC1=O.NC(N)=O.NC(N)=O. The frontier orbital gap comes out at 0.2919 Ha. The energy above the lowest of the compared OMol25 structures with the same formula, charge and spin is 3.1302 eV.

***

No. 3
Entry from the OMol25 dataset: the molecule C31H32N4O4 in a non-equilibrium geometry (the ωB97M-V functional and the def2-TZVPD basis).

Element x y z (Å)
C (8.369, 2.401, -1.774)
C (8.435, 2.468, -0.247)
C (8.286, 1.077, 0.330)
O (9.262, 0.359, 0.519)
N (7.038, 0.639, 0.578)
C (5.819, 1.412, 0.462)
C (4.691, 0.457, 0.884)
C (3.925, -0.205, -0.270)
C (2.511, 0.200, 0.065)
C (1.337, -0.206, -0.682)
C (1.442, -1.033, -1.800)
C (0.301, -1.401, -2.488)
C (-0.949, -0.964, -2.088)
C (-1.064, -0.139, -0.971)
N (-2.292, 0.339, -0.501)
C (-3.535, 0.193, -1.044)
O (-3.769, -0.414, -2.063)
C (-4.608, 0.921, -0.243)
C (-5.989, 0.306, -0.508)
C (-7.145, 1.204, -0.145)
C (-7.051, 2.225, 0.791)
C (-8.158, 2.994, 1.111)
C (-9.377, 2.751, 0.504)
C (-9.483, 1.731, -0.427)
C (-8.378, 0.966, -0.746)
C (-6.104, -1.011, 0.232)
C (-5.903, -2.211, -0.435)
C (-5.983, -3.414, 0.244)
C (-6.269, -3.431, 1.598)
C (-6.471, -2.238, 2.271)
C (-6.387, -1.036, 1.592)
C (0.079, 0.234, -0.275)
N (2.449, 0.962, 1.086)
O (3.684, 1.192, 1.612)
C (5.408, -0.527, 1.820)
C (6.803, -0.653, 1.224)
C (6.895, -1.820, 0.213)
N (8.135, -2.008, -0.250)
O (5.939, -2.499, -0.098)
H (7.410, 2.012, -2.111)
H (8.508, 3.392, -2.198)
H (9.154, 1.749, -2.151)
H (9.418, 2.836, 0.049)
H (7.673, 3.143, 0.140)
H (5.677, 1.788, -0.553)
H (5.823, 2.261, 1.157)
H (4.061, -1.286, -0.279)
H (4.219, 0.187, -1.246)
H (2.407, -1.390, -2.125)
H (0.383, -2.042, -3.353)
H (-1.832, -1.255, -2.630)
H (-2.219, 0.891, 0.343)
H (-4.603, 1.965, -0.573)
H (-4.367, 0.886, 0.821)
H (-6.040, 0.096, -1.582)
H (-6.113, 2.434, 1.283)
H (-8.066, 3.786, 1.840)
H (-10.238, 3.352, 0.754)
H (-10.431, 1.533, -0.906)
H (-8.465, 0.170, -1.470)
H (-5.671, -2.199, -1.490)
H (-5.822, -4.341, -0.287)
H (-6.335, -4.370, 2.128)
H (-6.696, -2.244, 3.327)
H (-6.554, -0.108, 2.122)
H (0.017, 0.872, 0.594)
H (4.905, -1.491, 1.862)
H (5.444, -0.093, 2.819)
H (7.579, -0.815, 1.982)
H (8.302, -2.734, -0.928)
H (8.876, -1.363, 0.012)

Cartesian forces, eV/Å:
-0.0028 0.0406 0.1097
0.1140 -0.0910 -0.0513
0.0248 0.3867 -0.0493
0.3652 0.0166 0.1085
-0.1347 -0.2825 0.0564
-0.4114 0.5232 0.0436
0.2322 -0.2697 -0.1252
-0.1468 0.1006 0.1566
0.9947 0.2006 0.3890
-0.7136 -0.1350 -0.2784
0.1074 0.1487 0.2106
-0.0242 0.0402 0.0518
-0.1128 -0.0822 -0.1266
0.3450 -0.1199 -0.1841
0.1252 0.1792 0.3456
-0.0264 0.3006 0.4582
-0.0619 -0.1422 -0.2754
-0.3257 -0.0938 -0.3405
0.1730 -0.0003 0.0543
0.0111 0.1245 -0.0880
0.0512 -0.0383 -0.0759
-0.0752 0.0992 0.0893
-0.0471 0.0792 0.0676
-0.0598 -0.0469 -0.0536
0.0099 0.0410 0.0068
0.0069 -0.0911 -0.1266
0.0049 0.0126 -0.0335
-0.0132 -0.1215 0.0304
0.0065 -0.1184 0.0178
0.0145 0.0272 0.1045
0.0305 -0.0256 0.0220
0.0371 -0.1204 -0.1647
-0.8832 -0.1884 -0.3361
0.6425 0.1896 0.1728
-0.0478 0.0531 -0.1435
0.0081 -0.4627 0.2062
0.2148 0.3155 0.3392
0.5306 -0.2002 -0.2826
-0.3801 -0.2734 -0.0884
-0.0844 -0.0229 -0.0879
-0.0072 0.0400 -0.0779
0.0443 -0.0458 -0.0577
-0.1074 -0.0503 0.0947
0.0057 0.0337 0.0261
-0.0385 0.0200 0.0771
-0.0285 -0.0607 -0.1003
0.0000 0.0737 -0.0563
0.0074 -0.0425 -0.0386
0.1304 -0.0358 -0.0212
-0.0064 -0.0534 -0.0708
-0.0117 -0.0046 -0.0068
-0.1736 -0.1131 -0.1513
0.0645 0.0263 0.0562
0.0064 0.0894 0.0124
0.0061 0.0365 0.1587
0.1218 0.0098 0.0247
0.0024 0.0577 0.0487
-0.0637 0.0472 0.0175
-0.0712 -0.0164 -0.0428
-0.0025 -0.0958 -0.0824
0.0247 0.0328 -0.1044
0.0104 -0.0731 -0.0437
-0.0069 -0.0707 0.0359
-0.0208 -0.0012 0.0760
-0.0479 0.0781 0.0536
-0.0652 0.0923 0.1131
0.0056 0.0365 0.0304
0.0548 0.0388 -0.0181
-0.1076 0.0388 -0.0917
-0.1075 0.0227 0.0312
-0.1170 -0.0634 -0.0218

Its LUMO energy is 0.57 eV. As for the charge: 0. The SMILES is CCC(=O)N1C[C@@]2(CC(c3cccc(NC(=O)CC(c4ccccc4)c4ccccc4)c3)=NO2)C[C@H]1C(N)=O. The frontier orbital gap comes out at 0.3343 Ha. The energy above the lowest of the compared OMol25 structures with the same formula, charge and spin is 1.6603 eV.